P | This record from the OMol25 dataset describes an isolated molecule of C5H8O3. The level of theory is ωB97M-V/def2-TZVPD.

**SMILES**: C1C[C@H]2OC[C@H](O1)O2
**Gap between HOMO and LUMO**: 10.75 eV
**HOMO**: -9.7516 eV
**Spin multiplicity**: 1

Structure (XYZ):
```
16
Properties=species:S:1:pos:R:3:nbo_charge:R:1
C -1.50 -0.44 -0.24 -0.06
C -1.21 1.29 0.17 -0.41
C 0.22 0.94 0.05 0.31
O 1.62 1.16 -0.12 -0.51
C 2.05 -0.27 -0.26 -0.12
C 0.78 -1.11 0.36 0.32
O -0.48 -1.42 -0.33 -0.57
O 0.21 -0.09 1.09 -0.54
H -2.44 -0.78 0.58 0.19
H -1.86 -0.31 -1.31 0.18
H -1.86 1.82 -0.59 0.22
H -1.83 1.57 1.06 0.22
H 0.13 0.40 -0.88 0.14
H 2.89 -0.53 0.47 0.21
H 2.28 -0.29 -1.26 0.20
H 0.99 -1.93 1.23 0.21
```

Q | This record from the OMol25 dataset describes an isolated molecule of C5H8O3. The level of theory is ωB97M-V/def2-TZVPD.

**SMILES**: C=C(O)/C=C(/C)OO
**Gap between HOMO and LUMO**: 9.22 eV
**HOMO**: -8.5949 eV
**Spin multiplicity**: 1

Structure (XYZ):
```
16
Properties=species:S:1:pos:R:3:nbo_charge:R:1
C -0.38 -2.35 0.93 -0.48
C 0.14 -1.60 -0.04 0.27
O 0.17 -2.07 -1.33 -0.67
C 0.69 -0.28 0.17 -0.32
C 0.15 0.88 -0.25 0.31
C 0.85 2.19 -0.06 -0.66
O -1.02 0.98 -0.97 -0.29
O -2.06 0.37 -0.15 -0.42
H -0.78 -3.33 0.71 0.21
H -0.44 -1.99 1.96 0.20
H 0.34 -1.31 -1.91 0.48
H 1.63 -0.27 0.72 0.23
H 1.92 2.06 0.16 0.23
H 0.78 2.80 -0.96 0.23
H 0.40 2.74 0.77 0.22
H -2.38 1.20 0.25 0.46
```

In kJ/mol, relative to the most stable structure: P 303.7; Q 0.0.

P | This record from the OMol25 dataset describes an isolated ion of composition C4H10NO2 and charge +1. The level of theory is ωB97M-V/def2-TZVPD.

**Gap between HOMO and LUMO (alpha / beta)**: 7.74 / 7.74 eV
**HOMO (alpha / beta)**: -11.4799 / -11.4794 eV
**Spin multiplicity**: 1
**Net charge**: +1

Structure (XYZ):
```
17
Properties=species:S:1:pos:R:3:nbo_charge:R:1
C -0.48 -0.32 -1.49 -0.16
C 1.50 -1.67 -0.54 0.66
C -1.16 1.94 -0.46 -0.46
C 1.65 -1.61 1.97 -0.27
N -1.39 0.43 -0.65 -0.54
O 0.54 -0.81 -0.56 -0.45
O 2.00 -2.06 0.63 -0.45
H -0.17 0.20 -2.41 0.20
H 2.01 -2.17 -1.34 0.21
H -2.12 2.48 -0.30 0.24
H -0.30 2.19 0.15 0.24
H -0.76 2.31 -1.46 0.23
H 2.46 -2.16 2.53 0.25
H 0.64 -1.94 2.22 0.21
H 1.70 -0.41 1.79 0.21
H -2.37 0.40 -0.99 0.44
H -1.40 0.00 0.30 0.44
```

Q | This record from the OMol25 dataset describes an isolated ion of composition C4H10NO2 and charge +1. The level of theory is ωB97M-V/def2-TZVPD.

**SMILES**: C/[N+](=C\O)CCO
**Gap between HOMO and LUMO**: 10.76 eV
**HOMO**: -14.7728 eV
**Spin multiplicity**: 1
**Net charge**: +1

Structure (XYZ):
```
17
Properties=species:S:1:pos:R:3:nbo_charge:R:1
C 1.05 -0.04 0.93 -0.44
N 0.14 0.55 -0.20 -0.27
C 0.02 1.71 -0.63 0.54
O 0.94 2.58 -0.28 -0.69
C -0.74 -0.58 -0.79 -0.22
C -2.00 -0.95 0.17 -0.10
O -2.65 0.23 0.78 -0.70
H 1.05 0.61 1.86 0.26
H 0.94 -1.01 1.38 0.27
H 1.99 0.20 0.51 0.24
H -0.62 2.08 -1.56 0.23
H 1.62 2.88 -0.99 0.55
H 0.01 -1.40 -0.71 0.24
H -1.15 -0.33 -1.72 0.23
H -2.81 -1.32 -0.54 0.20
H -1.84 -1.83 0.78 0.20
H -3.48 0.21 0.66 0.46
```

R | This record from the OMol25 dataset describes an isolated ion of composition C4H10NO2 and charge +1. The level of theory is ωB97M-V/def2-TZVPD.

**SMILES**: [NH3+][C@@H](CO)CC=O
**Gap between HOMO and LUMO**: 10.46 eV
**HOMO**: -14.1941 eV
**Spin multiplicity**: 1
**Net charge**: +1

Structure (XYZ):
```
17
Properties=species:S:1:pos:R:3:nbo_charge:R:1
N 0.95 0.83 -0.97 -0.69
C 0.70 -0.26 0.08 -0.06
C 0.09 0.55 1.26 -0.10
O 1.11 1.41 1.66 -0.76
C -0.44 -1.21 -0.47 -0.57
C -1.83 -0.81 -0.77 0.39
O -2.33 0.18 -0.21 -0.50
H 1.62 0.62 -1.65 0.44
H 0.02 0.86 -1.52 0.44
H 1.01 1.82 -0.56 0.48
H 1.53 -1.00 0.35 0.27
H -0.76 1.21 0.90 0.22
H -0.28 -0.28 1.86 0.21
H 1.27 1.49 2.68 0.52
H -0.25 -2.13 0.24 0.30
H -0.09 -1.72 -1.50 0.24
H -2.32 -1.56 -1.38 0.17
```

S | This record from the OMol25 dataset describes a 2-piece molecular cluster, C4H10NO2 overall. The level of theory is ωB97M-V/def2-TZVPD.

**Gap between HOMO and LUMO (alpha / beta)**: 8.17 / 9.06 eV
**HOMO (alpha / beta)**: -12.9530 / -13.9316 eV
**Spin multiplicity**: 1
**Net charge**: +1

Structure (XYZ):
```
17
Properties=species:S:1:pos:R:3:nbo_charge:R:1
C -2.85 -1.24 -0.01 -0.23
C -1.51 0.38 0.03 0.42
C 1.65 1.14 -0.25 -0.70
C 0.77 0.08 -0.81 0.27
N -0.26 -0.34 0.27 -0.64
O -1.55 1.54 0.74 -0.67
O 1.44 -1.06 -1.21 -0.69
H -3.87 -0.99 -0.38 0.19
H -2.26 -2.00 -0.50 0.14
H 1.63 1.25 0.81 0.23
H 1.36 2.18 -0.50 0.26
H 2.70 0.96 -0.55 0.25
H 0.09 0.56 -1.63 0.20
H -0.29 -1.45 0.07 0.49
H 0.28 -0.24 1.10 0.44
H -2.34 2.08 0.65 0.54
H 2.25 -0.81 -1.61 0.51
```

In kJ/mol, relative to the most stable structure: P 251.5; Q 97.6; R 0.0; S 435.2.

P | This record from the OMol25 dataset describes a 2-piece molecular cluster, C5H13NO overall. The level of theory is ωB97M-V/def2-TZVPD.

**Gap between HOMO and LUMO (alpha / beta)**: 2.65 / 8.13 eV
**HOMO (alpha / beta)**: 1.1777 / -4.2879 eV
**Spin multiplicity**: 2
**Net charge**: -1
**Expectation value of S²**: 0.750

Structure (XYZ):
```
20
Properties=species:S:1:pos:R:3:lowdin_spin:R:1
C 0.75 0.21 2.45 0.05
C 0.32 -0.30 1.05 0.11
C 0.34 0.68 -0.08 0.04
C 1.40 1.19 -0.72 0.08
C -2.18 0.95 0.17 0.12
N -0.92 1.15 -0.50 0.02
H 1.79 -0.04 2.57 0.01
H 0.85 1.30 2.46 0.00
H -0.02 -0.16 3.11 0.02
H -0.64 -0.85 1.03 0.04
H 1.02 -1.13 0.77 0.06
H 1.28 1.89 -1.53 0.01
H 2.40 0.81 -0.66 0.02
H -2.46 1.94 0.60 0.01
H -2.36 0.16 0.88 0.02
H -3.01 0.86 -0.55 0.02
H -0.86 1.98 -1.06 0.01
H 0.99 -2.79 -3.43 0.06
H 0.53 -4.17 -2.88 0.07
O 0.76 -3.69 -3.69 0.21
```

Q | This record from the OMol25 dataset describes a 2-piece molecular cluster, C5H13NO overall. The level of theory is ωB97M-V/def2-TZVPD.

**Gap between HOMO and LUMO (alpha / beta)**: 2.92 / 6.83 eV
**HOMO (alpha / beta)**: 0.9484 / -3.0745 eV
**Spin multiplicity**: 2
**Net charge**: -1
**Expectation value of S²**: 0.753

Structure (XYZ):
```
20
Properties=species:S:1:pos:R:3:lowdin_spin:R:1
C 2.56 0.95 -1.44 0.01
N 2.19 0.06 -0.38 0.01
C 0.79 -0.33 -0.40 0.04
C 0.28 -0.92 0.94 0.05
C -0.46 0.10 1.75 0.33
C -1.86 0.25 1.65 0.27
H 2.53 0.38 -2.39 0.00
H 1.81 1.76 -1.57 0.00
H 3.56 1.35 -1.33 0.00
H 2.64 0.35 0.47 0.01
H 0.20 0.47 -0.82 0.02
H 0.68 -1.11 -1.18 0.01
H -0.28 -1.80 0.66 0.01
H 1.20 -1.25 1.45 0.01
H 0.12 0.70 2.42 0.03
H -2.48 -0.60 1.43 0.04
H -2.26 1.19 1.95 0.04
H -3.25 -0.92 -0.60 0.02
H -3.86 -0.05 -1.69 0.02
O -4.12 -0.58 -0.92 0.07
```

In kJ/mol, relative to the most stable structure: P 0.0; Q 36.8.

P | This record from the OMol25 dataset describes a 4-piece molecular cluster, C5H20N2O4 overall. The level of theory is ωB97M-V/def2-TZVPD.

**SMILES**: NCCC[C@@H](N)CO.O.O.O
**Gap between HOMO and LUMO**: 9.84 eV
**HOMO**: -9.2309 eV
**Spin multiplicity**: 1

Structure (XYZ):
```
31
Properties=species:S:1:pos:R:3:nbo_charge:R:1
N -1.36 -0.47 2.48 -0.84
C -0.49 -1.49 1.90 -0.22
C 0.94 -1.06 1.55 -0.41
C 1.07 0.23 0.74 -0.41
C 0.19 0.29 -0.49 -0.11
N 0.38 1.58 -1.17 -0.87
C 0.31 -0.87 -1.47 -0.07
O -0.71 -0.74 -2.47 -0.76
H -0.87 0.12 3.15 0.35
H -1.82 0.09 1.79 0.36
H -0.43 -2.33 2.60 0.19
H -1.00 -1.90 1.02 0.19
H 1.44 -1.88 1.03 0.20
H 1.50 -0.96 2.48 0.21
H 2.12 0.37 0.49 0.20
H 0.86 1.10 1.38 0.21
H -0.85 0.27 -0.15 0.21
H 0.08 1.52 -2.13 0.39
H 1.35 1.86 -1.15 0.37
H 0.22 -1.83 -0.96 0.17
H 1.24 -0.85 -2.04 0.16
H -1.56 -0.58 -2.03 0.50
O -1.93 2.70 -0.25 -1.00
H -1.03 2.55 -0.62 0.50
H -1.81 2.96 0.67 0.48
O -2.74 0.09 -0.88 -1.00
H -2.53 1.03 -0.73 0.51
H -3.70 0.02 -0.90 0.49
O 3.97 -0.31 -1.28 -0.93
H 3.02 -0.25 -1.24 0.46
H 4.16 -1.26 -1.30 0.47
```

Q | This record from the OMol25 dataset describes a 5-piece molecular cluster, C5H20N2O4 overall. The level of theory is ωB97M-V/def2-TZVPD.

**SMILES**: CCCC/N=C\N.O.O.O.O
**Gap between HOMO and LUMO**: 9.71 eV
**HOMO**: -9.3846 eV
**Spin multiplicity**: 1

Structure (XYZ):
```
31
Properties=species:S:1:pos:R:3:nbo_charge:R:1
C 2.69 0.23 -1.44 -0.61
C 2.17 -0.08 -0.03 -0.42
C 0.75 -0.59 0.02 -0.41
C -0.35 0.38 -0.41 -0.28
N -1.41 -0.30 -1.13 -0.50
C -2.53 -0.68 -0.70 0.27
N -3.01 -0.68 0.63 -0.87
H 2.27 1.21 -1.77 0.20
H 3.77 0.45 -1.36 0.21
H 2.47 -0.51 -2.22 0.22
H 3.02 -0.71 0.34 0.21
H 2.06 0.91 0.51 0.20
H 0.53 -0.97 1.03 0.22
H 0.56 -1.44 -0.66 0.19
H 0.14 0.98 -1.18 0.19
H -0.51 1.03 0.46 0.19
H -3.14 -1.16 -1.53 0.18
H -2.42 -0.16 1.25 0.40
H -4.00 -0.45 0.72 0.39
O 0.73 -0.34 -3.73 -0.95
H 0.64 -0.66 -2.83 0.48
H 0.04 0.29 -3.91 0.48
O -0.74 -2.92 1.17 -0.94
H -1.50 -2.42 0.85 0.47
H -0.62 -3.53 0.42 0.47
O 0.89 2.48 2.26 -0.98
H 1.32 3.26 1.91 0.50
H 1.37 1.93 2.88 0.49
O -2.02 1.65 2.61 -0.96
H -2.09 0.97 3.30 0.47
H -1.08 1.83 2.51 0.50
```

R | This record from the OMol25 dataset describes a 4-piece molecular cluster, C5H20N2O4 overall. The level of theory is ωB97M-V/def2-TZVPD.

**SMILES**: CCNC[C@@H](N)CO.O.O.O
**Gap between HOMO and LUMO**: 9.33 eV
**HOMO**: -8.7762 eV
**Spin multiplicity**: 1

Structure (XYZ):
```
31
Properties=species:S:1:pos:R:3:nbo_charge:R:1
C 0.60 0.82 -1.97 -0.66
C -0.94 0.83 -2.12 -0.23
N -1.56 0.63 -0.82 -0.66
C -1.39 -0.83 -0.46 -0.23
C -1.78 -1.00 1.05 -0.06
N -1.44 -2.30 1.67 -0.83
C -0.91 0.05 1.97 -0.11
O -0.16 1.13 1.39 -0.76
H 0.89 1.20 -0.89 0.21
H 0.87 -0.22 -2.06 0.21
H 1.21 1.51 -2.70 0.23
H -1.33 0.05 -2.96 0.17
H -1.31 1.88 -2.45 0.20
H -2.52 0.84 -0.82 0.36
H -0.37 -1.18 -0.67 0.20
H -2.10 -1.28 -1.17 0.19
H -2.73 -0.80 1.11 0.17
H -1.41 -2.39 2.59 0.36
H -0.62 -2.64 1.40 0.36
H -1.65 0.81 2.40 0.18
H -0.11 -0.42 2.66 0.20
H -0.63 1.42 0.70 0.47
O 1.72 3.59 -0.14 -0.94
H 1.25 3.30 0.60 0.48
H 1.26 3.24 -0.96 0.47
O 2.89 -0.32 -0.44 -0.92
H 2.83 0.63 -0.48 0.48
H 1.89 -0.56 -0.41 0.44
O 1.56 -2.88 0.14 -0.94
H 2.26 -3.13 -0.50 0.48
H 1.78 -1.91 0.22 0.46
```

In kJ/mol, relative to the most stable structure: P 0.0; Q 126.4; R 407.1.

P | This record from the OMol25 dataset describes a 2-piece molecular cluster, C10H13O2 overall. The level of theory is ωB97M-V/def2-TZVPD.

**Gap between HOMO and LUMO**: 7.56 eV
**HOMO**: -3.8774 eV
**Spin multiplicity**: 1
**Net charge**: -1

Structure (XYZ):
```
25
Properties=species:S:1:pos:R:3:nbo_charge:R:1
C -2.42 -0.24 0.16 -0.54
C -3.87 -0.64 -0.06 -0.62
C -1.62 -0.01 -1.15 0.77
O -2.17 0.60 -2.09 -0.79
O -0.42 -0.38 -1.08 -0.81
H -2.34 0.69 0.73 0.19
H -1.79 -0.98 0.65 0.21
H -4.22 -0.32 -1.04 0.23
H -4.57 -0.15 0.63 0.18
H -4.02 -1.72 -0.03 0.18
C 2.94 0.00 -1.39 -0.63
C 0.71 0.23 2.23 -0.23
C 1.00 1.41 1.55 -0.20
C 1.10 -1.00 1.75 -0.20
C 1.78 1.28 0.42 -0.21
C 1.84 -1.11 0.57 -0.18
C 2.15 0.06 -0.11 0.04
H 0.15 0.23 3.17 0.19
H 0.53 2.32 1.89 0.20
H 0.82 -1.89 2.28 0.19
H 2.12 2.17 -0.10 0.19
H 2.15 -2.08 0.21 0.20
H 2.75 0.88 -2.00 0.21
H 2.65 -0.87 -1.97 0.22
H 4.02 -0.04 -1.19 0.19
```

Q | This record from the OMol25 dataset describes a 2-piece molecular cluster, C10H13O2 overall. The level of theory is ωB97M-V/def2-TZVPD.

**Gap between HOMO and LUMO**: 7.34 eV
**HOMO**: -4.0373 eV
**Spin multiplicity**: 1
**Net charge**: -1

Structure (XYZ):
```
25
Properties=species:S:1:pos:R:3:nbo_charge:R:1
C 0.50 3.16 -0.53 -0.53
C -0.04 2.75 0.87 -0.63
C 1.58 2.17 -1.01 0.76
O 2.04 1.33 -0.17 -0.82
O 2.03 2.36 -2.15 -0.77
H -0.42 3.17 -1.17 0.20
H 1.02 4.13 -0.40 0.21
H 0.51 1.88 1.22 0.25
H -1.13 2.48 0.97 0.18
H 0.12 3.51 1.63 0.17
C -2.04 -2.73 -1.53 -0.62
C -0.12 -1.53 -0.44 -0.20
C -1.36 -2.16 -0.29 -0.04
C 0.67 -1.15 0.60 -0.20
C -1.91 -2.31 0.97 -0.24
C 0.09 -1.37 1.86 -0.22
C -1.16 -1.92 2.11 -0.23
H 0.23 -1.27 -1.47 0.22
H 1.60 -0.56 0.57 0.30
H -1.91 -3.82 -1.39 0.21
H -1.50 -2.38 -2.41 0.22
H -2.94 -2.53 1.26 0.20
H 0.64 -1.11 2.76 0.19
H -1.64 -1.80 3.09 0.20
H -3.11 -2.51 -1.55 0.21
```

R | This record from the OMol25 dataset describes a 2-piece molecular cluster, C10H13O2 overall. The level of theory is ωB97M-V/def2-TZVPD.

**Gap between HOMO and LUMO**: 7.32 eV
**HOMO**: -3.9036 eV
**Spin multiplicity**: 1
**Net charge**: -1

Structure (XYZ):
```
25
Properties=species:S:1:pos:R:3:nbo_charge:R:1
C -0.86 -2.09 -0.53 -0.53
C 0.16 -1.86 -1.64 -0.61
C -0.24 -2.53 0.81 0.76
O -1.10 -2.80 1.68 -0.80
O 1.01 -2.51 0.91 -0.79
H -1.39 -1.16 -0.36 0.20
H -1.61 -2.87 -0.70 0.20
H 1.04 -1.39 -1.22 0.23
H -0.28 -1.23 -2.43 0.17
H 0.41 -2.79 -2.15 0.19
C 1.62 2.25 -1.09 -0.63
C 1.08 1.19 1.10 -0.20
C 0.63 1.80 -0.06 -0.04
C 0.21 0.57 1.99 -0.18
C -0.74 1.80 -0.29 -0.23
C -1.16 0.69 1.79 -0.22
C -1.64 1.25 0.62 -0.20
H 2.14 1.22 1.36 0.20
H 0.68 -0.10 2.70 0.24
H 1.22 2.91 -1.85 0.21
H 1.92 1.37 -1.69 0.22
H -1.18 2.32 -1.13 0.19
H -1.81 0.13 2.44 0.23
H -2.70 1.28 0.43 0.20
H 2.58 2.55 -0.69 0.21
```

In kJ/mol, relative to the most stable structure: P 8.9; Q 46.2; R 0.0.